38
Properties=species:S:1:pos:R:3:forces:R:3:nbo_charge:R:1 method="wB97M-V/def2-TZVPD" fmax_ev_per_a=4.00 de_lowest_kj_mol=556.49 total_charge=0
C -2.694 -0.821 -3.087 0.0635 -0.2398 -0.2605 -0.63
C -1.393 -1.735 -2.817 -0.7476 -0.0047 1.0234 -0.41
C -1.248 -2.158 -1.253 0.0726 0.3007 -1.2672 -0.40
C 0.268 -2.619 -0.891 -1.2661 0.0708 1.7618 -0.41
C 0.891 -1.608 0.222 0.4895 -0.5922 -1.0981 -0.41
C 1.829 -0.555 -0.531 0.2384 -0.8699 0.2080 -0.41
C 2.275 0.717 0.337 -0.2650 0.5703 -0.3909 -0.47
C 1.314 1.083 1.543 -1.0227 0.9523 -0.2733 0.00
C 0.194 1.929 1.382 1.3850 -1.2565 1.2031 -0.08
C -0.244 2.620 0.023 -1.0047 -0.2709 0.8996 -0.55
C -0.593 1.612 -1.154 2.5507 1.2609 -2.7394 0.42
O 0.055 1.726 -2.228 -2.2113 -0.5162 3.2930 -0.54
C -0.700 2.159 2.685 -1.1351 -0.0272 -0.8058 0.52
O -1.922 2.398 2.569 3.5974 -0.4440 0.6371 -0.52
C 0.021 2.026 4.086 1.9355 -1.6021 -0.0240 -0.24
C 1.153 1.187 4.256 -2.0821 1.2622 -1.3497 -0.25
C 1.648 0.408 2.965 0.3125 -0.9939 -0.4253 0.52
O 2.240 -0.689 2.984 -1.5394 3.3807 0.2920 -0.51
H -2.414 0.019 -3.809 -0.5666 -1.1991 0.8528 0.22
H -3.109 -0.326 -2.149 0.6477 -0.6781 -1.0148 0.20
H -3.551 -1.451 -3.522 1.2832 1.0354 0.5504 0.21
H -1.516 -2.710 -3.392 0.5612 1.4404 0.3963 0.21
H -0.471 -1.135 -3.119 -1.1170 -1.0286 0.2624 0.21
H -1.584 -1.245 -0.663 0.6402 -1.2077 -0.4192 0.18
H -2.010 -2.984 -1.030 1.1420 1.1112 -0.2758 0.21
H 0.148 -3.625 -0.345 0.4937 1.2537 -1.1684 0.21
H 0.914 -2.704 -1.819 -0.7806 0.0169 1.1959 0.21
H 1.544 -2.168 0.974 -1.0802 0.7389 -0.9516 0.23
H -0.005 -1.161 0.758 1.3057 -0.2774 -0.5109 0.20
H 2.798 -1.122 -0.791 -1.4724 0.7989 0.3033 0.21
H 1.353 -0.299 -1.536 0.6042 0.0592 1.5081 0.22
H 2.281 1.620 -0.379 -0.0038 -1.2403 1.1618 0.23
H 3.356 0.570 0.680 -1.6761 0.1909 -0.1446 0.24
H 0.532 3.395 -0.307 -1.0238 -1.4088 0.2325 0.26
H -1.219 3.189 0.255 1.3781 -0.8381 -0.2770 0.26
H -1.405 0.817 -1.124 0.7418 0.9785 0.5697 0.16
H -0.414 2.591 4.965 0.4133 -0.8039 -1.2848 0.24
H 1.677 1.047 5.261 -0.8616 0.0776 -1.6698 0.25

12
Properties=species:S:1:pos:R:3:forces:R:3:nbo_charge:R:1 method="wB97M-V/def2-TZVPD" fmax_ev_per_a=3.68 de_lowest_kj_mol=228.11 total_charge=0
C -1.815 -0.502 0.245 -0.1995 0.7972 0.1991 0.42
C -0.424 -0.246 -0.306 -2.8216 2.2218 -0.8203 0.00
C 0.515 0.920 0.116 -0.9764 0.0363 -0.7500 -0.43
C 1.531 -0.228 0.028 0.7866 0.8425 -0.7585 -0.05
H -1.972 -1.212 1.032 0.4468 -1.0051 0.8600 0.12
H -0.667 -0.100 -1.343 0.0527 -0.0347 -1.0846 0.17
H 0.273 1.358 1.070 0.3255 -0.0929 0.5203 0.21
H 0.555 1.725 -0.631 0.2071 -0.3660 0.2789 0.22
H 2.205 -0.183 -0.858 -0.4911 -0.0617 0.4685 0.18
H 2.093 -0.404 0.901 0.9066 -0.2118 1.0359 0.18
O -2.800 0.067 -0.151 0.2565 0.3423 -0.4200 -0.51
O 0.506 -1.195 -0.101 1.5067 -2.4680 0.4708 -0.51

164
Properties=species:S:1:pos:R:3:forces:R:3:mulliken_charge:R:1 method="wB97M-V/def2-TZVPD" fmax_ev_per_a=2.40 de_lowest_kj_mol=280.33 total_charge=0
C -4.925 0.792 1.036 0.4522 -1.3645 0.2017 -0.81
C -4.613 2.269 1.271 -0.3015 -1.0085 -0.3729 2.50
C -3.158 2.509 0.848 -0.3607 0.7383 0.5394 -2.34
C -5.548 3.105 0.400 0.6881 1.0344 0.2622 -1.58
C -6.974 3.179 0.916 0.1203 -0.2262 -1.0285 -0.66
C -6.952 3.700 2.322 0.6499 1.1822 0.1069 -1.48
C -6.065 2.890 3.262 -1.3069 -1.5957 0.4682 1.80
C -5.931 3.648 4.584 -0.0407 0.4702 -0.7476 -1.97
C -6.778 1.532 3.561 -0.5473 -0.0286 -0.2678 -1.49
N -4.752 2.699 2.669 0.0978 1.2825 -0.1864 0.00
O -3.947 1.948 3.576 -0.0015 -0.0717 -0.5612 -0.12
H -4.708 0.402 0.034 0.1664 0.6615 -0.1380 0.46
H -4.254 0.203 1.672 -0.2729 -0.0195 0.1887 -0.48
H -5.933 0.421 1.221 -0.1005 0.4816 0.2784 0.20
H -2.504 1.728 1.233 0.0792 -0.1416 -0.3370 0.36
H -3.116 2.646 -0.231 0.2954 -0.4067 -0.0674 0.38
H -2.832 3.449 1.311 0.0081 -0.0103 -0.1524 0.56
H -5.134 4.127 0.404 -0.1568 -0.0104 0.0104 0.38
H -5.456 2.781 -0.638 -0.1873 -0.2942 0.0675 0.49
H -7.525 3.841 0.242 -0.1283 0.0652 0.2030 0.42
H -7.455 2.203 0.816 -0.0259 -0.0253 0.2394 0.32
H -7.952 3.875 2.719 -0.0085 -0.4603 0.2515 0.39
H -6.493 4.705 2.321 -0.1392 -0.0799 -0.2725 0.41
H -6.875 4.146 4.815 -0.1144 -0.2673 0.1056 0.42
H -5.224 4.461 4.397 0.2772 -0.1581 0.4690 0.48
H -5.668 2.973 5.389 0.3411 0.2108 0.1636 0.37
H -6.107 0.675 3.582 0.1945 0.1733 0.4444 0.09
H -7.523 1.259 2.805 0.1166 0.2296 -0.1253 0.31
H -7.357 1.620 4.483 0.2374 -0.1940 0.1053 0.47
H -3.178 2.520 3.680 -0.0475 -0.0744 0.1307 0.27
C 0.250 6.320 -0.994 0.0889 0.1221 0.4526 -2.08
C 1.041 5.341 -1.871 -0.2437 0.0904 0.7308 2.31
C 2.517 5.354 -1.422 0.3600 0.7153 -0.3362 -1.67
C 0.410 3.973 -1.609 -0.4771 -0.9946 0.8941 -1.64
C 0.884 2.906 -2.570 0.7293 0.5660 -0.7524 0.39
C 0.600 3.403 -3.998 -0.5238 -0.0676 1.0466 -1.46
C 1.168 4.787 -4.337 0.1664 -0.5559 -0.7179 1.91
C 2.660 4.643 -4.604 0.7739 0.0246 -0.4559 -1.71
C 0.455 5.239 -5.624 -0.4585 -0.4656 0.8805 -1.96
N 0.820 5.719 -3.269 -0.8491 -0.4354 0.1329 0.18
O 1.381 6.988 -3.528 0.3422 0.1445 -0.0761 -0.51
H -0.821 6.154 -1.109 -0.0105 0.2026 -0.2078 0.42
H 0.482 6.139 0.060 -0.0226 -0.1384 -0.0776 0.41
H 0.500 7.368 -1.160 -0.0056 -0.0484 -0.2419 0.48
H 3.034 4.402 -1.471 -0.1363 -0.3017 0.0111 0.12
H 3.084 6.040 -2.059 -0.0859 -0.0083 0.0471 0.35
H 2.617 5.752 -0.411 -0.0794 -0.1996 0.0612 0.42
H 0.584 3.684 -0.561 0.6077 0.1319 -0.1534 0.50
H -0.688 3.972 -1.564 0.0377 0.4964 -0.7160 0.24
H 1.969 2.771 -2.458 -0.0958 -0.1346 0.0589 -0.09
H 0.427 1.925 -2.459 -0.1952 0.0202 0.3550 0.00
H -0.491 3.505 -4.050 0.0514 -0.2763 -0.3224 0.19
H 0.963 2.637 -4.684 -0.1601 0.2668 -0.3862 0.42
H 3.111 5.575 -4.956 -0.0144 0.1457 0.5188 0.33
H 2.906 3.951 -5.421 -0.5657 -0.1104 0.0792 0.41
H 3.183 4.241 -3.738 0.1337 0.2960 0.0742 0.33
H 0.733 6.252 -5.893 0.2902 -0.1427 -0.4831 0.46
H -0.622 5.230 -5.432 0.0192 0.1551 0.0554 0.41
H 0.613 4.450 -6.360 0.2984 0.4932 -0.4433 0.36
H 0.620 7.569 -3.638 0.0089 -0.0899 0.0133 0.37
C 5.473 -5.172 -2.395 0.0146 1.1614 0.9727 -0.55
O 5.489 -3.893 -3.032 -0.3661 -0.5879 -0.6775 -0.39
C 5.105 -2.837 -2.205 -0.2126 -0.1973 1.1247 0.04
C 4.989 -1.579 -3.036 0.3002 1.0016 -0.3468 0.24
C 6.375 -1.020 -3.337 1.1811 -0.4615 0.3376 -1.53
N 4.065 -0.590 -2.466 -0.4021 -1.1688 -0.6625 -0.02
H 5.130 -5.932 -3.087 0.4038 -0.0673 -0.1880 0.25
H 4.771 -5.156 -1.550 -0.0599 -0.0685 -0.2108 0.13
H 6.468 -5.309 -1.955 -0.0416 -0.6181 -0.2952 0.32
H 4.156 -3.056 -1.688 -0.0920 0.0221 -0.3445 -0.18
H 5.827 -2.745 -1.372 0.0904 0.3343 -0.1746 0.39
H 4.563 -1.884 -3.998 -0.1536 -0.0864 0.1508 0.33
H 6.991 -1.859 -3.688 -0.0247 0.2185 -0.1751 0.41
H 6.897 -0.660 -2.438 -0.3833 -0.0853 0.1479 0.26
H 6.475 -0.201 -4.052 -0.5632 -0.1347 -0.1819 0.36
H 3.796 0.058 -3.188 0.0670 0.4668 0.2951 0.20
H 4.346 -0.174 -1.600 0.2892 0.4194 -0.3073 -0.73
C 1.326 -1.506 -1.448 0.3295 1.5043 0.2870 -0.95
O 0.300 -2.087 -0.714 -1.2734 -1.2317 -0.3686 1.33
C -0.111 -1.357 0.442 2.2417 -0.0498 0.8427 -0.68
C -1.312 -1.973 1.117 -1.6036 0.2255 -1.7148 1.16
C -1.327 -3.497 1.147 0.7039 0.5663 0.2750 -1.64
N -2.553 -1.586 0.348 0.7316 -0.0114 0.3459 0.22
H 1.407 -1.780 -2.505 -0.4349 -0.6988 0.1813 0.30
H 2.301 -1.663 -0.984 0.0052 0.0481 0.0614 0.20
H 1.112 -0.428 -1.500 0.4496 0.1342 0.0196 0.13
H 0.749 -1.395 1.148 -0.2489 0.0255 -0.0751 0.14
H -0.195 -0.295 0.168 -0.5669 -0.1443 0.0558 0.32
H -1.468 -1.560 2.105 0.4737 0.0008 0.3515 -0.14
H -2.277 -3.778 1.588 0.0471 -0.4063 0.0925 0.59
H -0.485 -3.882 1.725 -0.1094 -0.1621 0.0583 0.42
H -1.244 -3.881 0.130 -0.1447 -0.1085 0.0006 -0.25
H -2.314 -1.648 -0.638 -0.2609 -0.1257 -0.0690 -0.04
H -2.702 -0.593 0.503 -0.1871 -0.0556 -0.1004 -0.44
C 7.683 2.135 -0.913 -0.4770 0.2663 -0.8836 -0.84
O 6.973 1.170 -0.169 0.2256 0.1375 -0.3605 -0.37
C 5.699 1.598 0.205 -0.9773 -0.0753 0.7472 -0.57
C 4.916 0.397 0.755 0.5031 0.9499 0.9034 2.41
C 3.641 0.918 1.417 -0.9038 -0.9162 -1.1192 -1.23
N 5.720 -0.389 1.726 0.1326 0.7309 -0.1607 -0.90
H 7.082 2.526 -1.756 -0.2180 -0.0468 0.3816 0.30
H 8.510 1.660 -1.439 0.3373 -0.0432 0.6329 0.29
H 7.957 2.990 -0.291 0.3520 -0.1003 -0.0089 0.35
H 5.669 2.353 1.013 0.6469 0.0048 -0.0867 0.52
H 5.143 2.078 -0.614 0.1437 -0.2689 -0.2589 0.13
H 4.689 -0.269 -0.062 -0.1488 -0.3218 0.0681 -1.06
H 3.748 1.247 2.446 0.2004 0.0690 0.0149 0.38
H 2.894 0.120 1.367 0.0642 -0.0320 0.5307 0.27
H 3.157 1.686 0.810 0.3305 0.3925 0.0664 0.24
H 5.742 0.112 2.617 -0.1684 -0.0212 -0.1553 0.32
H 6.684 -0.293 1.399 -0.1198 -0.5583 0.0425 0.28
C -0.692 -4.603 5.937 0.6326 -0.1927 -0.3987 -0.31
O -1.875 -4.004 6.398 0.5591 0.0442 -0.0048 -0.44
C -2.555 -3.328 5.373 -1.2912 -0.3631 -0.7831 -0.75
C -2.368 -1.838 5.374 1.1911 0.5506 1.0528 0.50
C -3.474 -1.079 4.685 0.1835 0.0509 -0.3048 -1.06
N -1.073 -1.468 4.745 0.2090 0.0486 -0.3293 -0.53
H -0.105 -3.949 5.277 -0.1403 0.0853 0.1001 -0.07
H -0.897 -5.502 5.342 -0.0709 -0.0653 0.1642 0.29
H -0.046 -4.855 6.777 -0.2235 -0.0926 0.1462 0.28
H -2.332 -3.713 4.369 0.3736 -0.1167 0.1020 0.16
H -3.617 -3.566 5.490 -0.0199 0.2132 0.2524 0.40
H -2.230 -1.542 6.426 -0.8422 -0.0893 0.0614 0.47
H -4.483 -1.423 4.906 0.0576 -0.1584 0.1868 0.45
H -3.311 -1.187 3.609 -0.2049 0.1395 -0.0395 -0.13
H -3.418 -0.023 4.942 -0.0351 0.0726 -0.1469 0.30
H -0.298 -1.864 5.271 -0.1692 -0.1042 -0.0450 0.22
H -0.923 -0.464 4.833 -0.2209 -0.0897 -0.0966 0.19
C 3.209 -3.043 2.891 0.1328 0.3506 -0.0054 -0.27
O 3.353 -1.662 3.215 0.0795 -0.1033 -0.1079 -0.54
H 2.938 -3.174 1.836 -0.0397 -0.0951 0.0919 -0.02
H 4.121 -3.614 3.098 -0.0191 0.0638 -0.0417 0.38
H 2.415 -3.435 3.524 -0.0578 -0.0135 -0.0873 0.13
H 4.069 -1.287 2.674 -0.0448 -0.4156 0.1455 0.29
C -5.262 -3.989 0.027 0.8534 0.6767 -0.6490 -0.67
O -4.840 -3.197 1.120 -0.0712 -0.3211 0.2198 -0.55
H -6.300 -4.291 0.122 -0.0088 -0.0919 0.3675 0.29
H -5.189 -3.397 -0.903 -0.1020 -0.1674 0.0769 0.22
H -4.602 -4.855 -0.114 -0.2890 -0.1569 0.0963 0.23
H -3.945 -2.847 0.917 -0.5635 0.3016 -0.1613 0.33
C -2.372 1.126 -3.455 1.2358 -0.9440 0.1527 -0.77
O -2.250 0.308 -2.273 -0.2114 0.2741 -0.5387 -0.08
H -2.309 2.183 -3.197 -0.4836 -0.1060 0.2706 0.16
H -1.471 0.951 -4.070 -0.3532 0.0543 -0.1385 0.27
H -3.256 0.862 -4.041 -0.0729 0.2974 0.1225 0.39
H -2.099 -0.612 -2.571 -0.0056 0.3446 0.1926 0.18
C 0.933 -5.589 -2.119 0.2505 -0.1797 0.5600 -1.03
O 2.077 -4.856 -1.699 0.1430 -0.2826 0.0242 -0.15
H 1.155 -6.648 -1.966 0.2262 0.0718 -0.2886 0.42
H 0.081 -5.416 -1.445 -0.1813 0.4708 -0.5315 0.33
H 0.696 -5.417 -3.169 -0.2301 0.0221 0.0711 0.27
H 2.038 -3.938 -1.982 -0.2784 -0.0114 -0.0127 0.12
C -1.400 -3.107 -4.003 0.0234 0.3494 -0.2649 -0.76
O -1.583 -2.538 -2.721 -0.2345 -0.0210 0.1674 -0.58
H -1.768 -2.375 -4.726 0.0945 -0.0134 -0.0090 0.28
H -0.341 -3.277 -4.210 -0.0574 -0.1446 -0.0717 0.28
H -1.984 -4.015 -4.174 0.1409 -0.1240 0.2994 0.26
H -0.944 -2.861 -2.064 -0.0194 0.1761 -0.1807 -0.02
C 2.171 -6.631 1.222 -0.4341 0.7571 -0.7575 -0.18
O 0.784 -6.688 0.898 -0.2531 -0.3824 0.4994 -0.61
H 2.779 -6.635 0.310 0.0804 -0.3952 0.1752 0.12
H 2.435 -5.694 1.731 -0.1538 -0.1812 0.1970 -0.04
H 2.345 -7.487 1.864 0.2983 -0.0286 -0.0149 0.33
H 0.530 -6.165 0.136 0.5253 0.2158 0.1306 0.27